130
Properties=species:S:1:pos:R:3 method="wB97M-V/def2-TZVPD" total_charge=0 orbital_gap_ev=9.49 relative_energy_kj_mol=315.7
C 12.4127 24.4476 4.3382
C 12.5608 24.8776 2.8990
O 13.8902 24.6218 2.3882
O 13.3476 25.0914 5.1495
H 12.5405 23.3658 4.3767
H 11.4142 24.5968 4.7490
H 12.3166 25.9359 2.8072
H 11.9698 24.1674 2.3207
H 13.8163 24.5602 1.4330
H 14.1258 24.5295 5.1315
C 9.9797 20.8558 5.0899
C 11.1392 20.9249 6.1255
O 10.5977 21.3316 7.4174
O 9.4161 22.1814 4.6794
H 9.1075 20.3666 5.5235
H 10.3722 20.2868 4.2471
H 11.9326 21.6180 5.8455
H 11.6409 19.9600 6.1976
H 10.2916 22.2100 7.1802
H 8.4584 22.1468 4.7363
C 11.4830 29.1774 6.6949
C 12.0292 27.8705 6.1511
O 12.3010 26.8593 7.1712
O 10.1497 29.0256 7.1525
H 11.4179 29.8182 5.8155
H 12.0270 29.6407 7.5180
H 13.0123 28.1416 5.7662
H 11.4209 27.3781 5.3925
H 12.8155 26.1585 6.7639
H 10.1248 28.3971 7.8777
C 16.7728 25.0449 5.9974
C 16.1666 26.4681 5.7286
O 15.9927 26.5840 4.3374
O 15.8200 24.0497 5.6298
H 16.9799 24.9982 7.0665
H 17.6525 24.9824 5.3567
H 16.7672 27.2992 6.0982
H 15.2477 26.5593 6.3078
H 15.2847 25.9665 4.1398
H 16.1866 23.3346 5.1045
C 15.1871 24.9449 12.7074
C 16.1157 24.1902 11.7072
O 16.2892 24.9324 10.5010
O 15.5132 26.3157 13.0009
H 15.0801 24.4589 13.6771
H 14.2216 24.7588 12.2370
H 15.8107 23.1651 11.4968
H 17.1015 23.9884 12.1262
H 16.7856 24.4128 9.8644
H 14.6677 26.7621 13.0868
C 14.9110 18.3289 10.7703
C 15.5108 17.3100 9.7356
O 16.6318 16.7144 10.3230
O 15.5921 19.5356 10.6921
H 15.0191 17.9638 11.7917
H 13.8422 18.5160 10.6672
H 15.8232 17.7870 8.8066
H 14.9212 16.4279 9.4859
H 17.2568 17.3519 10.6759
H 16.5260 19.4788 10.9074
C 16.6463 19.8359 6.7399
C 15.1509 19.4247 6.7781
O 14.2942 20.4715 6.2597
O 17.1729 19.5824 5.4593
H 17.2165 19.2072 7.4238
H 16.7840 20.8868 6.9942
H 14.7444 19.2081 7.7660
H 14.9823 18.4608 6.2980
H 14.3672 21.1733 6.9106
H 18.0149 19.1572 5.6381
C 7.3416 21.9268 10.3532
C 8.7086 22.6636 10.5161
O 8.9479 23.4918 9.3976
O 6.1991 22.8300 10.4721
H 7.3084 21.1404 11.1072
H 7.3626 21.4229 9.3869
H 9.5429 21.9620 10.5182
H 8.7589 23.2253 11.4488
H 8.2004 24.0905 9.3316
H 5.9376 22.8694 11.3949
C 13.0054 22.1110 9.8394
C 13.4993 23.1588 8.8583
O 14.3824 22.5586 7.9095
O 14.0754 21.7841 10.8343
H 12.4759 21.2838 9.3666
H 12.1776 22.5023 10.4309
H 13.9610 23.9792 9.4078
H 12.6743 23.6483 8.3407
H 14.8203 23.3027 7.4898
H 14.6109 21.0421 10.5439
C 15.4500 29.1536 8.7427
C 15.9740 27.8082 9.2243
O 14.8791 26.9875 9.5187
O 16.4306 29.9274 8.0554
H 15.0976 29.6871 9.6254
H 14.5792 28.9446 8.1214
H 16.5206 27.9020 10.1627
H 16.6074 27.2789 8.5124
H 15.2873 26.2247 9.9348
H 16.3406 30.8662 8.2346
C 10.8811 27.2972 10.1327
C 11.5348 26.0341 10.7052
O 10.5611 25.1393 11.1539
O 10.2470 26.9529 8.9464
H 11.6516 28.0558 9.9947
H 10.0630 27.5281 10.8150
H 12.2372 26.3247 11.4863
H 12.1943 25.5670 9.9738
H 10.2714 24.7665 10.3180
H 10.9745 26.9128 8.3213
C 11.2016 20.3123 12.3589
C 10.6903 18.8257 12.3571
O 10.7351 18.2690 13.6578
O 12.5295 20.5142 12.7643
H 10.5868 20.8622 13.0714
H 11.1379 20.7759 11.3745
H 11.3516 18.2937 11.6732
H 9.6735 18.7417 11.9737
H 10.0986 18.7172 14.2196
H 13.0818 21.0583 12.1982
C 15.3107 20.0091 14.6738
C 15.5862 19.0080 15.8131
O 17.0255 18.8125 15.9110
O 15.9938 19.7012 13.4402
H 15.6594 20.9896 14.9980
H 14.2555 19.9843 14.4015
H 15.0997 18.0914 15.4795
H 15.2292 19.3566 16.7822
H 17.1833 18.6767 16.8482
H 15.5068 19.8333 12.6235